1.
{"formula": "C48H40N8O16", "method": "the ωB97M-V functional and the def2-TZVPD basis", "orbital_gap_ev": [1.675, 5.130], "charge": -1, "homo_energy_ha": [-0.070, -0.197], "spin_multiplicity": 2, "lumo_energy_ha": [-0.00818, -0.00817], "elements": ["C", "C", "H", "H", "H", "C", "O", "H", "C", "O", "C", "C", "C", "C", "C", "N", "C", "H", "H", "N", "H", "H", "C", "O", "H", "C", "H", "C", "C", "H", "H", "H", "C", "C", "O", "H", "C", "O", "C", "O", "C", "H", "C", "H", "H", "H", "C", "C", "O", "H", "H", "H", "C", "H", "C", "C", "H", "H", "C", "C", "C", "N", "C", "H", "C", "O", "O", "N", "O", "C", "C", "N", "C", "C", "C", "O", "C", "C", "H", "C", "H", "O", "C", "C", "O", "N", "N", "H", "C", "H", "C", "H", "C", "H", "N", "C", "C", "H", "C", "O", "H", "H", "H", "H", "H", "O", "C", "O", "H", "H", "C", "H"], "positions_angstrom": [[-5.086549, -4.956421, -0.065691], [-7.043987, -0.101644, 5.405560], [4.806367, 6.139484, -2.279132], [2.096542, -0.823435, -5.304389], [4.325092, 2.532571, 5.760776], [-5.675447, -6.432498, -2.474912], [-8.673961, -0.635200, 6.989323], [4.725829, 1.454096, -1.875944], [4.664786, 5.573412, -1.370329], [3.722926, -0.171685, -7.194922], [2.334385, -1.739907, 0.155775], [-4.363690, -6.045215, -2.177307], [-5.332605, 0.533096, 3.769026], [2.839624, 0.402068, -2.348257], [-6.562984, -1.416188, 5.310623], [-4.707147, -4.309623, 1.183853], [2.096922, -0.221837, -3.243911], [1.798930, -0.893266, 0.559379], [4.182168, -0.801432, 0.594564], [-1.126249, 0.928604, -5.597008], [-3.494789, -6.140188, -2.811646], [0.957886, 1.995126, -4.313087], [1.792877, -0.228787, 4.823382], [0.591863, -5.118588, -1.385173], [-2.060518, 5.448500, -6.038066], [3.921059, -4.002083, -0.459680], [-1.424661, -2.288532, -0.820588], [-0.961773, 0.995780, -0.367841], [5.299291, 5.121584, 0.899220], [3.294088, -1.023904, 3.571255], [6.418830, 6.404303, -0.484160], [0.634041, -2.959844, -0.340653], [0.336617, 2.818565, -4.633054], [3.496633, 4.871645, -1.277161], [-8.759556, 1.314755, 6.140238], [0.331158, 1.013886, 5.909882], [2.674197, -0.314130, -4.547212], [-3.549316, -3.888588, 1.231664], [-1.088328, -0.166414, -1.073295], [-2.230079, 0.569709, -6.170098], [3.091367, -0.179636, 4.213517], [5.866523, 5.302683, 1.800249], [-4.151665, -5.251164, -1.084930], [1.175696, -0.672235, -2.904957], [4.506502, -4.895058, -0.621699], [2.360043, 0.476352, -1.383441], [3.681386, -1.687053, 0.232225], [-1.269456, -0.066373, 1.751337], [1.917811, 2.412784, 0.814937], [-7.743600, -6.246746, -1.839138], [-0.937545, -0.074660, -2.138776], [-3.191214, -4.764053, -1.003343], [1.712999, -2.912772, -0.346720], [-1.699637, -2.231570, 1.554654], [-1.369527, -1.333761, -0.318822], [3.997159, 0.826575, 4.648475], [2.927696, 4.654651, -2.169138], [-6.668034, 1.874383, 4.587802], [5.554660, 5.776014, -0.326525], [-6.721008, -5.923879, -1.710851], [-5.512605, -1.725952, 4.379866], [5.411258, 0.688316, 4.125554], [-0.329233, 5.091018, -4.973449], [-4.813749, 1.284034, 3.191729], [-6.365374, 0.845417, 4.714390], [-1.388407, 1.169009, 3.739949], [-1.410201, -1.048236, 3.799817], [1.729777, -5.313516, -1.000325], [-0.368803, 0.188269, -5.002740], [-4.913144, -0.764493, 3.736387], [3.137666, 4.293073, -0.034818], [-8.221183, 0.231406, 6.267807], [2.498628, -4.065066, -0.579257], [4.089702, 4.435898, 1.031540], [0.645731, 4.153849, -4.578920], [1.021721, 3.767533, -0.676199], [-6.486634, -5.248378, -0.535773], [-0.880802, 1.040785, 1.013914], [5.595158, -2.820264, 0.082391], [4.077665, 1.087841, -2.658345], [-0.153861, 6.148772, -4.843786], [-5.457006, -4.257289, 2.179668], [1.347776, 0.894122, 5.565580], [-0.784691, 2.374388, -5.330418], [5.706212, -0.213847, 3.356361], [4.472167, 0.218181, -6.338319], [1.964935, 3.454027, 0.083443], [-7.061188, -2.238246, 5.802988], [4.531876, -2.793024, -0.104967], [-6.037608, -7.146412, -3.199874], [3.591933, 1.763251, 5.568409], [5.481963, 1.569484, -4.183074], [3.925898, 0.347182, -4.960728], [-2.606625, 3.023769, -6.316231], [-1.383009, 0.011475, 3.224615], [-1.431596, 4.682606, -5.608796], [2.281108, 1.895711, 5.868891], [-5.248944, -2.772621, 4.342952], [4.581538, 1.030835, -3.927197], [2.376057, -6.357128, -0.966507], [-3.996159, -0.977540, 3.207101], [1.996014, 2.669236, 6.566580], [-0.694307, 2.011100, 1.449940], [3.785518, 4.211361, 2.043206], [-0.759286, 1.960442, -0.809223], [5.585680, 0.684371, -6.451488], [-1.554877, -1.275636, 1.073376], [6.163022, 1.541190, 4.499871], [1.132008, -1.029799, 4.526681], [1.508855, 4.492142, -4.024875], [-1.684893, 3.342151, -5.852066], [-7.336312, -5.077053, 0.108509]], "atomic_forces_ev_per_a": [[-2.75, 0.13, -0.45], [0.59, -1.67, 0.79], [0.32, -0.23, -0.28], [0.15, -0.15, -0.21], [-0.01, 0.08, 0.62], [-0.57, -0.34, -0.41], [0.55, -0.28, 0.05], [-0.32, 0.45, 0.15], [0.47, 1.37, -0.31], [0.31, -0.48, -0.59], [-0.92, -1.17, -0.47], [-0.93, 0.47, -0.36], [-1.40, 0.39, 2.40], [2.18, 2.86, 2.25], [-0.07, -0.20, -1.29], [-1.49, -1.95, -3.20], [0.88, -1.02, -3.27], [-0.56, -0.01, -0.32], [-0.07, 0.21, 0.13], [-2.53, -0.23, 0.82], [-0.18, -0.58, -0.33], [0.55, 0.35, 0.41], [0.90, 1.89, -0.94], [0.75, -0.98, 0.31], [-0.47, -0.13, 0.13], [-1.16, 0.12, -0.10], [-0.31, -0.12, 0.08], [1.15, 1.18, 0.58], [-1.16, 0.77, -1.03], [0.68, 0.30, -0.18], [0.07, -0.02, 0.13], [0.08, -0.19, -0.29], [0.20, -2.07, -1.09], [-1.09, -1.67, 1.14], [0.63, 0.28, -0.20], [-0.08, -0.28, -0.07], [0.89, 0.81, -1.46], [2.72, 1.09, 0.12], [-0.40, -0.75, 0.93], [4.15, 1.61, 1.57], [-1.17, 0.24, 2.02], [0.30, -0.12, -0.15], [1.09, 1.18, 1.36], [-0.11, -0.20, -0.66], [-0.02, -0.06, -0.06], [0.62, 0.21, 0.52], [3.00, -0.88, -0.18], [-0.17, -0.48, -0.91], [0.87, 3.26, -1.58], [-0.11, 0.03, -0.53], [-0.32, -0.68, -0.21], [0.31, -0.29, 0.31], [0.85, -0.41, 1.08], [-0.54, 0.16, 0.40], [0.09, 0.85, -0.25], [-0.90, -3.40, -1.55], [-0.30, 0.24, 0.12], [-0.47, 0.12, 0.86], [-0.27, -1.06, 0.79], [0.58, -0.34, 1.36], [-3.54, -2.81, 4.39], [-1.41, -0.08, -0.10], [2.72, 0.11, 0.70], [-0.21, 0.23, 0.14], [1.08, 2.21, -3.40], [-0.10, -2.76, -0.74], [-0.14, 0.42, 0.76], [1.51, 1.14, -0.02], [-0.41, -0.63, -0.90], [3.14, 2.04, -2.65], [3.07, 0.46, 0.41], [-0.45, -0.27, -0.50], [-0.23, 1.58, -0.04], [-1.29, 0.23, -0.31], [-1.06, 0.73, 1.14], [1.57, -0.41, 1.38], [2.06, 0.52, 2.03], [-1.41, 0.25, 0.49], [0.05, 0.45, -0.18], [-1.43, -1.69, 0.64], [0.13, 0.06, 0.08], [-1.43, -0.02, 0.61], [1.06, -0.68, -0.54], [-2.44, 2.02, -1.82], [-0.52, 0.35, 0.49], [-0.91, 1.50, 2.11], [-2.38, -2.16, -0.31], [-0.02, 0.13, 0.22], [-2.08, -0.45, 0.43], [0.78, -0.04, -0.61], [2.15, 1.13, -1.72], [0.25, -0.12, 0.13], [-3.49, -1.94, 2.76], [0.13, -0.08, -0.26], [0.57, 1.98, -0.41], [-1.69, -0.29, -1.46], [-1.62, -0.73, 1.45], [0.32, 0.04, -0.40], [0.60, 0.33, -1.43], [-1.17, 0.60, -0.14], [-0.15, -0.32, -0.56], [-0.16, 0.30, -0.21], [0.08, -0.21, 0.38], [-0.04, -0.71, -0.02], [0.05, -0.13, -0.60], [0.40, -0.44, -0.89], [1.23, 0.14, -0.52], [1.16, 0.88, 0.39], [-0.14, -0.02, 0.20], [0.18, -0.09, -0.16], [0.48, -1.36, 0.86], [0.10, 0.37, 0.22]]}

2.
{"formula": "C5H8N2", "method": "the ωB97M-V functional and the def2-TZVPD basis", "orbital_gap_ev": 10.088, "homo_energy_ha": -0.337, "smiles": "[H]/N=C1\\C=C(C)CN1", "lumo_energy_ha": 0.03330, "elements": ["H", "C", "H", "C", "C", "N", "H", "H", "H", "H", "C", "N", "H", "H", "C"], "positions_angstrom": [[1.846265, 0.601411, 2.045175], [1.492742, 1.076446, 1.121777], [-2.351859, 0.647578, -1.839003], [-1.477911, -0.406698, -0.554431], [-0.904118, 0.656269, 0.315618], [-2.108799, -0.324046, -1.655587], [0.806442, -0.776834, -1.246233], [2.344817, 1.115774, 0.431828], [-0.917450, -2.283258, -0.911167], [1.190731, 2.102186, 1.351896], [0.568550, -1.025338, -0.193170], [-0.791774, -1.583591, -0.186624], [1.333495, -1.685414, 0.216419], [-1.401974, 1.577764, 0.596802], [0.370844, 0.307751, 0.506700]], "atomic_forces_ev_per_a": [[-0.07, 0.02, -0.15], [-0.01, 0.04, 0.01], [-0.35, -0.08, 0.12], [-0.04, 0.08, -0.31], [0.19, 0.08, -0.07], [-0.23, 0.15, 0.35], [0.41, -0.17, 0.23], [-0.12, 0.00, 0.11], [-0.01, 0.05, -0.02], [0.04, -0.17, 0.00], [0.33, -0.03, 0.14], [-0.02, 0.02, -0.35], [-0.13, 0.05, 0.15], [0.10, -0.12, -0.11], [-0.11, 0.08, -0.09]]}

no.,DFT total energy (Eh),F_max (eV/A)
1,-3494.1423,6.30
2,-304.7966,0.50